Entry from OMol25: a molecular structure, C49H56F4N5OP2SY (wB97M-V/def2-TZVPD).

- Orbital gap: 5.97 eV
- Energy relative to the best compared isomer or geometry (same formula, charge and spin): 332.49 kcal per mole
- LUMO energy: 0.21 eV
- M: 989.934 u
- Highest occupied orbital energy: -5.76 eV

Cartesian coordinates (Å):
Y: 1.04352 0.14817 0.06585
C: 2.82697 3.14801 1.95928
C: 2.42000 2.05413 0.97663
N: 3.39070 0.96397 0.77896
C: 3.59907 0.09030 1.92604
C: 4.67744 0.50148 2.93648
C: 4.55421 1.35945 0.05139
C: 4.62200 0.20385 -1.01619
N: 3.21007 -0.15324 -1.16117
C: 3.00884 -1.47377 -1.30487
C: 2.00094 -2.46873 -0.45362
F: 1.14565 -2.13635 0.65231
C: 1.91859 -3.80871 -0.75553
F: 1.11077 -4.54940 0.01683
C: 2.57960 -4.47866 -1.75606
C: 3.57389 -3.53211 -2.60443
F: 4.28737 -4.10348 -3.54743
C: 3.70987 -2.10942 -2.30947
F: 4.54260 -1.45330 -3.12860
H: 2.10687 3.96647 1.90384
H: 3.81647 3.55192 1.72378
H: 2.82883 2.78954 2.99232
H: 2.18070 2.51889 -0.04013
H: 1.42562 1.61625 1.32701
H: 3.87283 -0.91381 1.55998
H: 2.66050 -0.06020 2.45445
H: 5.67964 0.40703 2.51729
H: 4.63446 -0.15971 3.80611
H: 4.54754 1.52287 3.28908
H: 5.46571 1.44634 0.64524
H: 4.39865 2.31012 -0.45740
H: 5.24411 -0.61174 -0.63712
H: 5.05989 0.56400 -1.94926
H: 2.51221 -5.53141 -1.95654
C: -2.40910 -0.87158 -1.88981
N: -2.52541 0.49645 -2.40103
C: -1.46427 0.93763 -3.30115
P: 0.22453 0.81479 -2.54041
C: 1.08921 2.29314 -3.12001
C: 2.29462 2.22982 -3.81026
C: 2.94497 3.39348 -4.19734
C: 2.40806 4.63202 -3.87722
C: 1.22174 4.70262 -3.15708
C: 0.57193 3.54046 -2.77550
C: 0.93031 -0.56021 -3.57396
C: 0.88259 -0.60717 -5.00574
C: 1.39609 -1.67461 -5.68707
C: 1.99581 -2.75553 -4.97718
C: 2.04330 -2.68944 -3.62272
C: 1.51697 -1.60652 -2.91436
C: -3.82925 0.83868 -2.84478
C: -4.07066 1.55240 -4.02055
C: -5.36186 1.88064 -4.41676
C: -6.45370 1.51253 -3.65225
C: -6.23156 0.81720 -2.46984
C: -4.94706 0.49827 -2.07358
P: -1.64079 -0.78389 -0.19737
C: -1.90479 -2.45107 0.49270
C: -1.91888 -3.57017 -0.33562
C: -2.09962 -4.84299 0.18775
C: -2.25613 -5.01801 1.55242
C: -2.21117 -3.91250 2.39372
C: -2.02338 -2.64516 1.86886
C: -2.79028 0.27567 0.75217
C: -2.43120 1.60508 0.96632
C: -3.28504 2.45260 1.66732
C: -4.49509 1.98076 2.16240
C: -4.85336 0.65390 1.95571
C: -4.00400 -0.19043 1.25670
H: -1.77852 -1.47428 -2.55547
H: -3.37056 -1.37898 -1.83957
H: -1.62362 1.99568 -3.50106
H: -1.50546 0.38916 -4.25084
H: 2.74992 1.27390 -4.04052
H: 3.87958 3.32956 -4.73983
H: 2.92008 5.53919 -4.17209
H: 0.80916 5.66408 -2.88026
H: -0.33460 3.61061 -2.18569
H: 0.44960 0.21385 -5.56642
H: 1.36001 -1.70052 -6.76857
H: 2.41388 -3.60261 -5.50782
H: 2.49984 -3.52142 -2.92024
H: 1.58529 -1.61757 -1.74096
H: -3.26930 1.86549 -4.67269
H: -5.50665 2.43241 -5.33666
H: -7.45797 1.76786 -3.96299
H: -7.06542 0.52796 -1.84289
H: -4.82595 -0.01638 -1.13156
H: -1.77448 -3.47141 -1.40558
H: -2.10990 -5.69909 -0.47426
H: -2.39976 -6.00943 1.96202
H: -2.31859 -4.03888 3.46395
H: -1.97252 -1.79945 2.54326
H: -1.47497 1.98493 0.57097
H: -3.00010 3.48730 1.81864
H: -5.16141 2.64542 2.70013
H: -5.79767 0.27925 2.33081
H: -4.30792 -1.21894 1.09241
O: 0.41458 2.06283 0.14882
C: -2.13707 1.89974 6.48278
C: -2.68926 1.04763 5.34275
N: -1.75347 0.91580 4.24100
C: -0.71081 0.08287 4.14177
S: 0.26518 0.14986 2.76737
N: -0.50038 -0.77850 5.14716
C: 0.62190 -1.70266 5.23120
C: 1.82718 -1.07938 5.91985
H: -2.87767 2.00115 7.27688
H: -1.87937 2.89594 6.12450
H: -1.23593 1.45960 6.91304
H: -3.58626 1.50793 4.93243
H: -2.96671 0.05275 5.70300
H: -1.85219 1.55013 3.45987
H: -1.07692 -0.69578 5.96823
H: 0.88242 -2.04159 4.23075
H: 0.27545 -2.56883 5.79756
H: 2.18022 -0.20771 5.36717
H: 2.64295 -1.79989 5.98612
H: 1.57455 -0.75722 6.93198

Atom charges from the Mulliken analysis, given in e for atoms 1 to 8: -1.8561 -1.9805 1.4557 1.5068 0.5196 -1.8213 -1.3475 -0.9770



Entry from OMol25: a molecular structure, C15H22N2OPSr (wB97M-V/def2-TZVPD).

- Orbital gap (spin up / spin down): 3.03 / 3.11 eV
- Net charge: -1
- Energy relative to the best compared isomer or geometry (same formula, charge and spin): 24.97 kcal per mole
- LUMO energy (spin up / spin down): 1.93 / 1.85 eV
- M: 364.948 u
- Highest occupied orbital energy (spin up / spin down): -1.10 / -1.26 eV

Cartesian coordinates (Å):
C: 0.20693 -0.38647 -1.04806
C: -0.71100 -1.01834 -1.92943
C: -0.32514 -2.38408 -2.07472
C: 0.85079 -2.60394 -1.29643
C: 1.19672 -1.38511 -0.65100
Sr: 1.00099 0.72419 2.43454
P: -0.65262 2.91080 1.13639
H: 0.20771 0.66654 -0.75670
H: -1.56356 -0.54067 -2.40918
H: -0.83445 -3.12720 -2.68451
H: 2.07120 -1.20808 -0.01885
H: 1.39208 -3.54615 -1.21404
H: -1.73622 3.52312 1.85148
H: -1.32773 2.88100 -0.12868
H: 0.05599 4.13583 0.88764
C: 1.85517 1.62913 7.44441
C: 0.36326 1.41039 7.48511
N: -0.10012 0.23752 6.67716
C: 0.21711 -1.07673 7.29847
C: -0.69391 -1.37669 8.47440
C: -0.21320 0.40324 5.34522
O: 0.44696 1.32558 4.74175
C: -1.06491 -0.44987 4.45399
C: -1.22325 -1.85079 4.51034
C: -1.38402 -2.52342 3.29591
C: -1.30032 -1.81811 2.09304
N: -1.17098 -0.47566 2.08284
C: -1.42568 0.17108 3.23998
H: 2.39672 0.75118 7.81153
H: 2.10561 2.48444 8.07884
H: 2.17182 1.85510 6.42105
H: 0.01911 1.20366 8.50252
H: -0.16207 2.29362 7.10229
H: 0.15205 -1.86564 6.54381
H: 1.26420 -1.04478 7.64620
H: -1.74643 -1.31886 8.17596
H: -0.49310 -2.39294 8.82786
H: -0.52026 -0.68504 9.30587
H: -1.26320 -2.37354 5.46618
H: -1.52859 -3.60268 3.26172
H: -1.33144 -2.30640 1.11846
H: -1.71733 1.22608 3.16495

Atom charges from the Mulliken analysis, given in e for atoms 1 to 8: 0.1186 -0.8290 -0.4202 -0.7232 -0.4638 0.9493 -0.1037 0.2097



Entry from OMol25: 2 unconnected molecules or ions with the total composition C18H27F2N2O8PS3 (wB97M-V/def2-TZVPD).

- Orbital gap: 7.60 eV
- SMILES string: CCOc1c(P(O)(O)=S)c(CCF)c2nc(S(=O)(=O)F)cnc2c1S.COCCOCCOC
- LUMO energy: -1.51 eV
- M: 564.591 u
- Highest occupied orbital energy: -9.11 eV

Cartesian coordinates (Å):
C: -4.28880 -2.74713 3.86532
C: -2.77537 -2.74793 3.88222
O: -2.14769 -1.45544 4.00074
C: -2.47328 -0.55695 3.05187
C: -1.78779 -0.54041 1.79261
P: -0.32627 -1.58136 1.45560
O: 0.77356 -0.49589 0.99355
O: -0.71929 -2.23581 0.05811
S: 0.37676 -2.80949 2.75271
C: -2.18247 0.33745 0.80895
C: -1.60688 0.39135 -0.58650
C: -2.42558 -0.47254 -1.53982
F: -1.66592 -0.76741 -2.66865
C: -3.22164 1.26112 1.09936
N: -3.62345 2.11743 0.12324
C: -4.56003 2.95529 0.42965
S: -5.15345 4.05405 -0.82945
O: -5.49910 5.29292 -0.22711
O: -6.04224 3.35440 -1.68606
F: -3.82208 4.26894 -1.61132
C: -5.15868 3.03722 1.72052
N: -4.78977 2.22270 2.66736
C: -3.82259 1.30791 2.38040
C: -3.42938 0.37333 3.35683
S: -4.18853 0.42091 4.95471
H: -4.72654 -2.34618 4.77655
H: -4.59740 -3.79151 3.76774
H: -4.68764 -2.22470 2.99264
H: -2.40389 -3.30248 4.74290
H: -2.39569 -3.25452 2.99286
H: 0.94962 0.12643 1.71269
H: 0.02219 -2.75225 -0.29310
H: -0.56409 0.09737 -0.61007
H: -1.66011 1.42018 -0.94263
H: -2.72904 -1.41251 -1.07233
H: -3.32670 0.05963 -1.85626
H: -5.92230 3.78026 1.92721
H: -3.04190 0.44659 5.63988
C: 2.26000 -2.16574 -2.49937
O: 3.05800 -1.01463 -2.62588
C: 2.80859 -0.07882 -1.59036
C: 3.96638 0.87763 -1.42777
O: 5.06323 0.33987 -0.70940
C: 5.91368 -0.55880 -1.40201
C: 6.86841 0.11129 -2.36222
O: 6.21182 0.46268 -3.56656
C: 6.88924 1.47332 -4.27539
H: 1.19069 -1.92150 -2.56648
H: 2.51624 -2.83667 -3.31660
H: 2.45418 -2.67852 -1.54712
H: 2.63472 -0.60105 -0.64476
H: 1.90461 0.49479 -1.84406
H: 3.61459 1.71297 -0.81769
H: 4.27705 1.27332 -2.39746
H: 5.34127 -1.33630 -1.91294
H: 6.51301 -1.03391 -0.62274
H: 7.68910 -0.58431 -2.58788
H: 7.29086 1.00418 -1.88483
H: 6.96647 2.39131 -3.68075
H: 6.31387 1.68321 -5.17470
H: 7.89743 1.15472 -4.56596

Atom charges from the Mulliken analysis, given in e for atoms 1 to 8: -1.2566 -0.1544 -0.5796 -0.3830 -0.1116 0.9142 -0.4559 -0.4989